1.
C50H44AsCrN4PS2 | ωB97M-V/def2-TZVPD

The relative energy (zero: lowest compared OMol25 entry of this formula, charge and spin) comes out at 0.2460 eV. As for the HOMO-LUMO gap (spin up / spin down): 0.265 / 0.258 hartree. The multiplicity is 4. Its total charge is +1. As for the largest force on an atom: 0.33 eV/A. As for the expectation value of S²: 3.815.

Last column: Mulliken charge in e.
Cartesian coordinates (Å):
Cr  -0.08806  0.27278  -0.67941  1.190
S  -2.18318  -0.72686  -0.22308  -0.266
C  -2.72910  -1.99438  0.89712  1.235
C  -3.75327  -2.78760  0.35660  -1.062
C  -4.37847  -3.76829  1.10081  -0.757
C  -3.99370  -3.99346  2.41632  -0.942
C  -2.97936  -3.22745  2.95906  -0.378
C  -2.33872  -2.23030  2.21948  -0.813
As  -0.87696  -1.24407  3.03186  1.359
C  -1.32919  -1.45955  4.91243  -0.221
C  -0.81691  -2.45021  5.74239  -0.073
C  -1.21017  -2.51601  7.07374  -0.767
C  -2.11969  -1.59982  7.58023  -0.541
C  -2.63673  -0.61133  6.75358  -0.723
C  -2.23756  -0.53882  5.42796  -0.105
C  0.51873  -2.60711  2.85314  -0.550
C  1.71208  -2.41586  3.55456  -0.181
C  2.77512  -3.29231  3.39601  -0.907
C  2.66619  -4.36217  2.51561  -0.620
C  1.48944  -4.55395  1.80768  -0.651
C  0.41869  -3.68400  1.97661  -0.015
H  -4.05741  -2.61032  -0.66706  0.523
H  -5.16853  -4.35688  0.65234  0.410
H  -4.47686  -4.75744  3.01061  0.439
H  -2.67512  -3.40370  3.98320  0.483
H  -0.11979  -3.18330  5.35732  0.383
H  -0.80912  -3.29206  7.71296  0.419
H  -2.42740  -1.65706  8.61610  0.380
H  -3.34947  0.10502  7.14253  0.443
H  -2.64348  0.23588  4.78764  0.148
H  1.80509  -1.58204  4.24327  0.647
H  3.68764  -3.14350  3.96002  0.471
H  3.49429  -5.04719  2.38893  0.407
H  1.39771  -5.39019  1.12633  0.458
H  -0.49855  -3.84879  1.42410  0.233
S  2.28580  -2.65200  -3.10903  -0.273
C  1.01381  -3.55388  -2.40704  -0.527
C  0.16383  -2.77968  -1.67088  -0.741
C  0.53229  -1.40460  -1.65979  0.049
C  1.67487  -1.20726  -2.39669  0.707
C  2.23160  0.12425  -2.53781  0.616
C  3.31251  0.46376  -3.34905  -1.166
C  3.70308  1.78371  -3.43796  -0.651
C  3.00253  2.75002  -2.72523  -1.103
C  1.95029  2.34079  -1.93432  -0.705
N  1.57831  1.06305  -1.81569  0.775
H  0.95538  -4.61678  -2.58366  0.526
H  -0.71240  -3.17003  -1.17199  0.325
H  3.81997  -0.30805  -3.91164  0.520
H  4.53683  2.06326  -4.06827  0.436
H  3.25925  3.79782  -2.78243  0.533
H  1.37273  3.06115  -1.37341  0.592
N  1.40750  -0.35560  0.69562  0.682
C  2.00060  0.53972  1.67029  -0.105
C  3.24628  0.22185  2.19663  -0.320
C  3.83258  1.04869  3.13862  -1.016
C  3.17703  2.20091  3.55301  -1.038
C  1.94473  2.52343  3.01373  -0.218
C  1.33294  1.69591  2.06946  -0.142
P  -0.23262  2.09052  1.22915  2.930
C  -0.03888  3.87510  0.82136  0.011
C  -1.18766  4.65220  0.64663  -0.368
C  -1.09250  5.97636  0.24118  -0.579
C  0.15038  6.54972  0.01673  -0.786
C  1.29884  5.79305  0.20371  -0.752
C  1.20646  4.46650  0.59956  -1.050
C  -1.59313  2.21065  2.43755  0.430
C  -2.87173  1.82436  2.04668  0.551
C  -3.95765  2.06148  2.88186  -0.846
C  -3.77358  2.68376  4.10602  -0.807
C  -2.49619  3.06084  4.50523  -0.822
C  -1.41249  2.82992  3.67470  -0.511
H  2.14268  -0.74475  0.10858  0.492
H  1.01252  -1.16648  1.18083  -0.671
H  3.74362  -0.68472  1.87332  0.532
H  4.80233  0.79666  3.54659  0.453
H  3.63430  2.85556  4.28254  0.472
H  1.47369  3.45345  3.30218  0.403
H  -2.16452  4.22665  0.84772  0.433
H  -1.99316  6.56364  0.11777  0.518
H  0.22500  7.58515  -0.28767  0.423
H  2.27281  6.23937  0.04979  0.477
H  2.11421  3.89496  0.74760  0.519
H  -3.01622  1.32415  1.09687  0.203
H  -4.94650  1.75330  2.56824  0.427
H  -4.61983  2.87008  4.75450  0.403
H  -2.34331  3.53738  5.46463  0.443
H  -0.43096  3.14026  4.00329  0.188
C  -2.61311  4.50454  -3.06977  -1.420
C  -2.23041  3.06704  -2.99710  0.907
C  -2.53174  1.99449  -3.80344  -1.476
C  -1.90853  0.87649  -3.22416  0.272
N  -1.25487  1.24902  -2.12316  1.251
N  -1.46165  2.58416  -2.00644  -0.147
C  -1.97774  -0.52702  -3.71445  -1.185
H  -3.08512  4.71392  -4.02645  0.382
H  -1.74176  5.15204  -2.96584  0.322
H  -3.32129  4.75882  -2.27968  0.260
H  -3.12670  2.00612  -4.70027  0.525
H  -1.08896  3.09822  -1.22274  -0.334
H  -2.06507  -0.53251  -4.80002  0.465
H  -2.85346  -1.02225  -3.29280  0.163
H  -1.10279  -1.10001  -3.42311  0.089


2.
C50H44Cl5GeN6SiTc | ωB97M-V/def2-TZVPD

The relative energy (zero: lowest compared OMol25 entry of this formula, charge and spin) comes out at 1.0872 eV. As for the HOMO-LUMO gap (spin up / spin down): 0.179 / 0.289 hartree. The multiplicity is 4. Its total charge is -1. As for the largest force on an atom: 2.05 eV/A. As for the expectation value of S²: 3.891.

Last column: Mulliken charge in e.
Cartesian coordinates (Å):
Tc  0.80020  -1.00958  1.42225  -2.425
Cl  3.30805  0.04395  3.86089  -0.237
C  3.96171  -0.96360  2.58070  1.690
C  3.11589  -1.40960  1.56464  -2.278
C  3.76164  -2.23294  0.63797  1.807
Cl  2.85857  -3.08010  -0.61420  -0.149
C  5.13721  -2.51143  0.64501  -0.363
Cl  5.88930  -3.48350  -0.58986  -0.221
C  5.93142  -2.00714  1.66747  0.561
Cl  7.63176  -2.33850  1.71636  -0.218
C  5.33166  -1.24598  2.66261  -0.339
Cl  6.31208  -0.66359  3.96930  -0.217
C  -1.11653  0.08886  1.50296  -0.386
Si  -1.15518  1.83847  1.04046  -0.584
C  0.47009  2.75042  1.12914  -1.418
N  1.67261  2.06260  0.64320  1.325
C  1.71024  1.90825  -0.83373  1.339
C  2.98526  2.46857  -1.45067  -1.224
C  3.22519  3.90316  -0.97407  -0.832
C  3.25824  3.98816  0.57568  -0.746
C  2.89368  2.64328  1.20173  -0.869
C  -2.22589  2.85588  2.24692  0.758
C  -1.83939  2.99861  3.59309  -0.142
C  -2.60030  3.72755  4.50410  -0.839
C  -3.77827  4.34378  4.09073  -0.570
C  -4.18919  4.21688  2.76993  -0.825
C  -3.42270  3.48216  1.86450  -0.414
C  -1.97948  2.16103  -0.60043  0.877
C  -1.63924  3.25786  -1.40037  -0.538
C  -2.43110  3.64662  -2.47420  -0.490
C  -3.60022  2.94909  -2.76176  -0.718
C  -3.95721  1.85116  -1.98468  -0.902
C  -3.14621  1.45293  -0.91883  0.113
H  -1.83666  -0.47223  0.89556  0.167
H  -1.49292  0.05378  2.52734  0.979
H  0.58931  2.95437  2.20220  0.960
H  0.32891  3.75014  0.65653  0.473
H  0.85746  2.44318  -1.27793  -0.293
H  1.58911  0.85641  -1.10528  -1.784
H  2.88005  2.44005  -2.53750  0.510
H  3.83840  1.83101  -1.20450  0.358
H  2.41288  4.52291  -1.36416  0.290
H  4.14650  4.29868  -1.40347  0.478
H  2.56583  4.75659  0.92555  0.257
H  4.24956  4.27856  0.93414  0.464
H  2.76493  2.73587  2.27874  0.376
H  3.71258  1.93338  1.06569  0.442
H  -0.94247  2.50295  3.95827  -0.097
H  -2.27563  3.80741  5.53738  0.416
H  -4.37425  4.91192  4.79656  0.348
H  -5.10950  4.68840  2.43918  0.403
H  -3.77182  3.40217  0.83782  0.198
H  -0.74160  3.83146  -1.17301  0.187
H  -2.13715  4.49687  -3.08135  0.429
H  -4.22515  3.26002  -3.59089  0.413
H  -4.87166  1.30574  -2.20255  0.339
H  -3.45039  0.60615  -0.30502  0.492
N  -0.06543  -5.27149  2.44384  0.250
C  0.57025  -4.49330  1.59060  -0.938
N  0.66757  -3.28037  2.09413  0.436
C  0.01336  -3.38735  3.31570  0.444
N  -0.45065  -4.59570  3.56205  -1.023
C  -0.09409  -2.22144  4.16276  -0.163
C  -0.69723  -2.24502  5.41223  -0.454
N  -0.81898  -1.19784  6.20947  -0.813
C  -0.28716  -0.02338  5.66690  -0.734
C  0.28630  0.04223  4.44886  -0.636
N  0.43574  -1.04599  3.62108  0.742
H  -0.28824  -6.24318  2.35033  0.220
H  0.98766  -4.82982  0.64856  0.730
H  -1.10302  -3.19323  5.76100  0.442
H  -0.35405  0.87133  6.27234  0.359
H  0.66258  0.98638  4.07141  0.609
C  0.53478  -1.01925  -0.31027  1.859
Ge  -0.42006  -1.41817  -1.94855  1.938
C  -1.87149  -2.54454  -1.35788  0.800
C  -3.24428  -2.34295  -1.52215  0.075
C  -4.16530  -3.24952  -0.99180  -0.852
C  -3.72413  -4.36345  -0.28418  -0.715
C  -2.35954  -4.57115  -0.10140  -0.686
C  -1.44842  -3.66926  -0.63661  -0.700
C  0.64777  -2.56127  -3.12469  -0.121
C  0.17531  -3.80927  -3.54862  -0.359
C  0.90762  -4.59053  -4.44713  -0.769
C  2.12580  -4.13428  -4.93577  -0.544
C  2.60872  -2.89166  -4.52787  -0.827
C  1.87616  -2.11699  -3.63381  0.106
C  -0.84608  0.05228  -3.11444  1.223
C  0.14690  1.01588  -3.34024  0.350
C  -0.03085  2.02209  -4.28072  -0.433
C  -1.20808  2.07767  -5.02377  -1.004
C  -2.20018  1.12241  -4.81994  -0.601
C  -2.02426  0.11870  -3.86552  -0.438
H  -3.61604  -1.46208  -2.03034  -0.023
H  -5.22886  -3.07498  -1.12426  0.395
H  -4.43955  -5.06393  0.13138  0.370
H  -2.00552  -5.42243  0.47184  0.339
H  -0.38504  -3.82812  -0.46944  0.185
H  -0.77595  -4.18266  -3.18243  0.373
H  0.52453  -5.55621  -4.76072  0.403
H  2.69941  -4.74089  -5.62977  0.366
H  3.56384  -2.53125  -4.89541  0.407
H  2.28663  -1.16241  -3.31626  0.303
H  1.07719  0.98983  -2.77232  -0.748
H  0.75005  2.75682  -4.43277  0.418
H  -1.35081  2.86400  -5.75625  0.363
H  -3.12129  1.15727  -5.39640  0.450
H  -2.80378  -0.63062  -3.74891  0.293


Which of these has the lowest relative energy (zero: lowest compared OMol25 entry of this formula, charge and spin)?
C50H44AsCrN4PS2